# 1
Formula: C17H32IInN3O4Se
Source: the OMol25 dataset
Level of theory: ωB97M-V/def2-TZVPD

Summary:
Total charge   +1
HOMO-LUMO gap   6.8 eV
HOMO energy   -0.36156 Ha
Calculated total energy   -4021.21987 hartree
Relative energy (zero: lowest compared OMol25 entry of this formula, charge and spin)   26.2 kcal per mole
LUMO level   -0.110 Eh

Geometry (Å):
In 0.620 -0.214 0.052
C 0.763 0.271 3.545
C 0.013 1.594 3.365
O 0.029 1.941 1.992
C -1.037 2.751 1.565
C -2.333 1.957 1.344
O -2.027 0.759 0.671
C -3.088 -0.165 0.659
C -2.567 -1.521 0.173
O -1.368 -1.958 0.764
C -1.400 -2.366 2.115
C -1.031 -1.260 3.108
O 0.257 -0.793 2.769
H 0.773 0.009 4.611
H 1.787 0.404 3.189
H 0.521 2.370 3.956
H -1.016 1.505 3.726
H -0.713 3.185 0.620
H -1.232 3.565 2.273
H -3.036 2.562 0.755
H -2.807 1.728 2.311
H -3.886 0.176 -0.018
H -3.518 -0.265 1.668
H -2.321 -1.447 -0.887
H -3.365 -2.264 0.307
H -0.639 -3.146 2.191
H -2.380 -2.781 2.373
H -1.034 -1.681 4.124
H -1.762 -0.448 3.060
N 0.187 -1.086 -2.710
C 0.347 -2.449 -3.225
C 1.783 -2.935 -3.015
C 2.008 -3.669 -1.683
C 3.044 -3.047 -0.734
N 2.391 -2.434 0.425
H -0.769 -0.782 -2.872
H 0.784 -0.471 -3.258
H 0.098 -2.501 -4.296
H -0.356 -3.096 -2.695
H 2.435 -2.064 -3.075
H 2.043 -3.600 -3.839
H 2.314 -4.692 -1.902
H 1.061 -3.722 -1.144
H 3.621 -2.268 -1.241
H 3.753 -3.824 -0.414
H 3.102 -2.139 1.091
H 1.824 -3.138 0.894
Se 2.976 2.252 -0.587
I 3.857 4.222 0.629
C 1.447 3.012 -1.440
C 1.390 4.310 -1.937
C 0.236 4.690 -2.595
C -0.818 3.791 -2.703
C -0.652 2.523 -2.176
N 0.461 2.140 -1.574
H 2.212 5.001 -1.826
H 0.174 5.670 -3.040
H -1.731 4.070 -3.201
H -1.421 1.766 -2.238

Mulliken atomic charge list, values in e, 5 entries: number 1, In, carries 0.98; number 2, C, carries -0.84; number 3, C, carries -0.50; number 4, O, carries 0.00; number 5, C, carries -0.43

# 2
Formula: C40H57ClFN5O5PbSi
Source: the OMol25 dataset
Level of theory: ωB97M-V/def2-TZVPD

Summary:
HOMO-LUMO gap (spin up / spin down)   4.8 / 4.8 eV
HOMO energy (spin up / spin down)   -0.25275 / -0.25562 Ha
Calculated total energy   -3250.66388 hartree
LUMO level (spin up / spin down)   -0.077 / -0.080 Eh

Geometry (Å):
Pb 0.349 -1.145 -2.000
C -0.696 -3.547 2.663
Si -0.377 -1.774 2.001
C -0.042 -0.613 3.468
C -1.929 -1.253 1.116
N 0.967 -1.723 0.803
C 2.196 -1.632 1.303
C 2.707 -2.286 2.537
C 3.985 -2.093 2.986
C 4.861 -1.202 2.370
C 4.505 -0.590 1.148
C 3.296 -0.983 0.591
F 3.034 -0.561 -0.724
H -0.272 -3.600 3.709
H -0.345 -4.379 2.046
H -1.795 -3.607 2.749
H -0.966 -0.191 3.931
H 0.625 0.236 3.255
H 0.445 -1.157 4.308
H -2.835 -1.542 1.670
H -2.036 -1.657 0.056
H -1.986 -0.157 0.948
H 2.032 -2.997 3.066
H 4.360 -2.715 3.786
H 5.870 -1.027 2.810
H 5.186 0.118 0.702
C 0.036 -1.401 -6.646
O -0.157 -1.527 -5.167
C 0.584 -0.714 -4.424
O 1.313 0.198 -4.886
H 0.078 -2.387 -7.105
H 1.025 -0.890 -6.700
H -0.769 -0.777 -7.034
C -3.352 4.476 -0.048
C -2.157 4.901 0.888
C -2.848 5.559 2.091
C -1.583 3.614 1.485
C -1.116 5.927 0.279
O -1.948 7.080 -0.003
C 0.034 6.411 1.237
C 1.315 5.581 1.389
C 1.593 4.745 2.599
C 2.633 3.784 2.608
C 2.829 2.941 3.683
C 1.942 2.948 4.732
Cl 2.134 1.735 5.958
C 0.980 3.966 4.802
C 0.848 4.900 3.810
C -0.589 5.433 -1.161
N 0.119 4.117 -1.307
C -0.384 2.868 -1.642
N 0.646 2.005 -1.747
C 1.741 2.750 -1.430
N 1.496 3.996 -1.123
H -4.099 4.009 0.619
H -3.088 3.771 -0.837
H -3.745 5.368 -0.466
H -3.514 4.842 2.622
H -3.463 6.400 1.738
H -2.158 5.925 2.837
H -2.387 2.943 1.744
H -0.996 3.786 2.394
H -0.908 2.963 0.882
H -1.459 7.932 -0.124
H -0.390 6.595 2.226
H 0.316 7.396 0.911
H 2.211 6.228 1.172
H 1.415 4.878 0.518
H 3.225 3.671 1.715
H 3.692 2.235 3.642
H 0.488 3.936 5.752
H 0.222 5.812 3.887
H 0.094 6.266 -1.411
H -1.462 5.524 -1.788
H -1.465 2.690 -1.850
H 2.769 2.346 -1.538
C -4.298 -3.240 -1.137
C -3.060 -4.078 -1.222
C -2.936 -5.247 -0.472
C -1.732 -5.986 -0.514
C -1.649 -7.383 0.013
C -0.577 -5.416 -1.060
C -0.637 -4.164 -1.742
C -1.948 -3.656 -1.968
N 0.437 -3.487 -2.213
C 1.721 -4.152 -2.500
C 2.574 -3.156 -3.294
C 1.494 -5.379 -3.373
C 2.497 -4.536 -1.219
H -4.381 -2.614 -2.026
H -4.183 -2.541 -0.281
H -5.172 -3.883 -0.989
H -3.791 -5.607 0.136
H -2.613 -7.635 0.478
H -0.882 -7.451 0.764
H -1.370 -8.124 -0.753
H 0.374 -5.940 -1.000
H -2.114 -2.923 -2.731
H 2.180 -2.936 -4.288
H 3.596 -3.561 -3.442
H 2.760 -2.206 -2.781
H 0.873 -5.077 -4.228
H 0.956 -6.215 -2.911
H 2.463 -5.718 -3.791
H 2.687 -3.644 -0.561
H 3.486 -4.911 -1.529
H 2.017 -5.310 -0.600
O -2.870 1.208 -1.758
C -2.909 0.140 -2.444
O -2.023 -0.768 -2.618
H -3.849 -0.082 -3.027

Mulliken atomic charge list, values in e, 5 entries: number 1, Pb, carries 1.40; number 2, C, carries -1.16; number 3, Si, carries 0.42; number 4, C, carries -1.01; number 5, C, carries -0.05

What is the calculated total energy in the first record? -4021.21987 hartree

Which of these has the highest calculated total energy? C40H57ClFN5O5PbSi